Below is a cluster of 9 separate species, C59H134N7O10 in total at a distorted geometry, with properties calculated with ωB97M-V/def2-TZVPD.

orbital gap	8.93	eV
total charge	+5

Last column: Löwdin charge in e.
Geometry (Å):
N 6.022 0.707 3.108  0.067
C -3.675 -4.164 -4.613  -0.251
H -10.553 -2.916 2.390  0.123
O 2.799 2.536 -4.339  0.097
C 1.268 -2.217 2.131  -0.254
C 3.673 -7.600 4.046  -0.105
C -6.080 -1.417 0.373  -0.071
C 3.454 -0.769 -2.672  -0.136
H 3.652 0.078 -2.050  0.106
H 4.346 -2.808 -0.384  0.086
C -1.270 1.414 -4.287  -0.142
H 0.177 -4.016 2.270  0.112
C -2.377 1.169 -3.251  -0.111
C -9.304 -4.180 3.661  -0.099
H -1.453 4.153 -1.805  0.132
H -3.025 -0.884 -2.730  0.113
H -1.275 9.147 -5.612  0.092
H 0.314 -1.977 -4.780  0.114
H 3.781 2.217 -0.698  0.073
H -2.782 9.502 -2.218  0.166
H -0.432 -2.467 -3.167  0.096
H -6.836 -3.297 3.172  0.144
H 4.483 -7.662 4.764  0.128
H 7.497 -0.683 -3.797  0.113
C -4.613 3.018 0.059  -0.235
H -4.295 -5.640 -6.057  0.083
H 6.162 -1.505 6.577  0.097
H -6.008 3.762 1.487  0.080
H 4.179 -2.906 -4.201  0.110
N -1.456 -0.988 -4.275  -0.238
H 3.131 -3.948 3.274  0.141
H -1.684 1.126 2.510  0.075
H -0.302 0.004 -5.723  0.136
H 1.994 5.391 -3.462  0.108
H 6.277 1.459 2.451  0.183
H 2.271 -2.583 -2.750  0.110
H -1.994 5.238 -0.390  0.104
C 7.617 1.430 -4.163  -0.242
C 5.636 -0.558 6.748  -0.061
H -3.498 8.100 -3.210  0.141
H -8.602 -1.593 2.884  0.105
H 7.903 -0.153 5.772  0.154
H 7.167 0.294 -2.350  0.119
H 2.878 -0.517 -3.562  0.091
C -9.545 -3.363 2.335  -0.216
H 0.237 -6.117 4.377  0.115
H -8.561 -4.975 3.485  0.071
H -3.721 -4.136 -6.821  0.088
H 0.850 -1.884 1.184  0.082
C -7.056 -2.910 2.159  -0.134
C -2.590 8.507 -2.715  -0.248
C 5.065 -0.197 2.337  -0.111
H -4.208 -3.033 2.637  0.146
H 5.958 -0.132 7.709  0.109
O 0.765 5.894 -2.001  -0.177
C 4.814 -2.036 -4.330  0.050
C 0.720 -6.408 3.454  0.025
H 4.602 -0.876 3.071  0.142
H 0.045 6.264 -0.118  0.133
C -8.456 -2.287 2.089  -0.180
C 4.142 0.598 1.531  -0.184
H -2.473 2.738 0.348  0.095
H 6.375 -2.319 -2.177  0.141
C -2.093 1.642 3.381  -0.146
C 7.082 2.790 -3.693  -0.093
H -10.238 -4.714 3.879  0.083
H 7.651 3.559 -4.223  0.087
C -1.215 0.188 -5.157  -0.111
O 5.000 1.548 0.812  -0.209
H 5.063 0.298 -4.562  0.133
H -1.913 0.809 5.249  0.114
H -1.379 -0.387 -2.175  0.095
N -1.799 6.227 -2.268  0.068
H 5.510 -1.143 -1.090  0.117
H -2.908 7.429 -0.849  0.151
H -2.061 0.159 -5.840  0.135
O 1.791 0.553 -4.508  -0.061
H -3.490 1.578 1.141  0.084
H 2.929 -5.503 1.461  0.103
H 7.156 2.976 -2.611  0.078
H -4.725 0.217 0.376  0.066
O -0.112 1.788 -0.756  -0.016
H 7.460 1.510 5.277  0.150
H 8.045 -0.047 3.249  0.155
H 2.230 4.343 -2.075  0.089
H 0.560 4.577 -0.441  0.133
H 1.532 -4.172 1.168  0.120
H -4.220 3.096 2.780  0.128
H -3.888 -4.900 -3.851  0.097
H -0.349 1.114 4.610  0.108
H -6.865 2.909 0.183  0.089
C -1.318 2.892 5.324  -0.096
C -1.358 1.524 4.686  -0.155
H -3.245 3.787 4.637  0.139
C 1.479 4.864 -2.667  -0.062
C -2.170 7.515 -1.658  -0.116
C 4.264 2.612 0.196  -0.067
H 3.446 1.133 2.256  0.156
H -1.389 2.347 -4.825  0.128
H -2.551 -5.256 -6.085  0.075
H 4.895 3.437 -0.153  0.103
H 0.871 4.089 -3.113  0.075
C 2.935 -6.361 4.520  -0.122
H -0.468 -2.100 3.392  0.080
H 0.591 1.625 -1.417  0.026
H 0.145 -6.111 2.567  0.107
C 5.412 -1.864 -1.912  -0.082
H -0.947 6.430 -2.789  0.148
H -3.128 1.246 3.503  0.142
C 2.878 -6.354 2.137  -0.067
H -1.145 10.403 -4.395  0.103
H 3.517 3.083 0.846  0.092
H 2.944 2.174 -5.254  0.147
C -3.420 2.615 0.871  -0.207
N 2.099 -5.842 3.376  -0.272
O 5.818 0.346 5.649  -0.226
C 1.255 -3.748 2.165  -0.188
C -3.373 3.366 2.158  -0.109
C -5.811 -0.794 2.706  0.043
C 4.151 -7.076 2.659  -0.108
H 4.357 -7.898 1.995  0.118
H 5.829 -2.263 -4.620  0.109
C 7.098 -0.049 3.786  -0.104
H 3.662 -5.575 4.805  0.144
C 2.866 -1.991 -2.013  -0.093
C 5.496 0.194 -3.577  -0.123
H -0.860 2.821 1.378  0.068
C -0.200 0.552 -0.026  -0.718
H -2.254 1.590 -2.241  0.086
C -3.552 -4.844 -5.984  -0.086
H -1.766 4.773 4.168  0.141
H -2.759 9.822 -5.039  0.106
H 4.562 -0.712 6.807  0.087
H -6.716 -0.226 2.546  0.102
C 7.009 0.215 -3.439  -0.178
H -4.558 -3.502 -4.533  0.111
C 2.038 1.562 -3.810  -0.837
C -2.251 -2.040 -5.029  -0.110
H 7.604 1.293 -5.251  0.120
H -1.672 -2.187 -5.949  0.144
H -9.521 -4.102 1.532  0.109
C 7.174 0.445 5.190  -0.178
C -4.670 -0.814 0.028  -0.082
H 0.240 -0.506 3.005  0.049
H -1.510 -3.943 -4.467  0.110
H -0.311 1.408 -3.767  0.086
H -1.747 2.818 6.306  0.116
H 1.709 -4.041 4.356  0.145
C -3.733 -1.797 0.853  -0.136
H 8.720 1.450 -4.000  0.123
H 5.508 1.197 3.840  0.161
C -2.077 -0.385 -3.013  -0.076
H -4.684 2.384 -0.826  0.097
H 5.043 -6.448 2.663  0.122
O -1.611 8.472 -3.687  -0.196
C 2.083 -4.312 3.351  -0.101
H 1.059 -1.501 4.198  0.079
O 1.773 1.668 -2.608  -0.027
H 3.574 0.043 0.799  0.122
C -0.859 3.371 2.333  0.024
H -6.937 -0.773 0.375  0.121
H -8.642 -1.820 1.118  0.114
H -3.368 4.454 2.060  0.152
H 4.275 -3.789 -1.874  0.096
H -6.994 -3.751 1.457  0.145
H -2.497 5.914 -2.932  0.183
H -3.111 -2.328 0.158  0.107
C -1.746 9.532 -4.701  -0.029
N 4.871 -1.117 -3.124  -0.243
C -1.405 5.132 -1.281  -0.058
H -9.063 -3.576 4.561  0.086
H 5.756 -0.747 1.686  0.141
H 0.032 3.027 2.897  0.135
H -3.431 1.342 -3.604  0.126
H 2.243 -7.087 1.637  0.136
C -2.204 3.771 4.316  -0.057
H 2.334 -1.917 2.157  0.093
H -5.783 -1.171 3.724  0.122
H 4.451 -1.463 -5.197  0.119
H -4.464 3.961 -0.443  0.100
C 0.475 -1.559 3.259  -0.093
C -5.976 2.901 0.813  -0.059
H 0.505 -0.807 -3.491  0.080
H -0.376 3.413 5.443  0.114
C 4.210 -2.788 -1.474  -0.088
H -2.400 -3.136 -3.159  0.103
H 5.140 1.027 -2.973  0.119
H 0.795 -7.479 3.442  0.111
O 0.307 -0.427 -0.631  -0.044
H -4.942 -0.193 2.445  0.079
C -4.599 -2.746 1.649  -0.066
C -2.404 -3.361 -4.246  -0.195
H 2.189 -1.649 -1.225  0.080
H -4.390 -0.859 -1.011  0.091
C 0.056 5.478 -0.886  -0.214
H -6.238 -2.293 -0.251  0.142
N -2.153 3.067 3.000  -0.272
H -1.285 7.992 -1.300  0.134
H -4.837 -3.611 1.012  0.138
H 6.024 2.790 -4.006  0.062
H -5.984 2.043 1.494  0.055
N -5.959 -1.980 1.785  -0.268
H 2.249 -6.362 5.350  0.133
H -3.042 -1.265 1.499  0.097
C -0.109 -1.656 -3.827  0.041
H 3.134 -8.546 4.015  0.132
H -3.204 -1.593 -5.355  0.144
H 6.730 -1.061 3.845  0.126
O -0.781 0.616 1.071  -0.058
H -0.805 4.453 2.136  0.114